C6H7N3O | the ωB97M-V functional and the def2-TZVPD basis

E_HOMO	-9.28	eV
net charge	0
SMILES	CC(=O)Nc1ncccn1

Geometry (Å):
1 C -3.4392 0.1438 -0.2819
2 C -1.9981 -0.0181 0.1887
3 C 0.3171 0.2557 -0.2147
4 C 2.3915 0.9881 0.3700
5 C 2.8924 -0.3120 0.1291
6 C 1.9855 -1.1452 -0.3397
7 H -3.6249 -0.5173 -1.1697
8 H -4.3405 -0.3526 0.4760
9 H -3.5249 1.4393 -0.2167
10 H -1.4441 0.9843 -1.5652
11 H 2.9276 1.5842 0.8378
12 H 3.7671 -0.5608 0.4526
13 H 2.2229 -1.9699 -0.6800
14 N -1.0414 0.5842 -0.5045
15 N 1.0744 1.2987 0.1252
16 N 0.7148 -0.9691 -0.5513
17 O -1.7641 -0.8097 1.1588

Atoms 1-3, force components in eV/Å:
-2.149 1.679 2.268
-1.597 -4.474 3.513
0.078 1.129 -1.894

C23H20BrN2OOsPS | the ωB97M-V functional and the def2-TZVPD basis

E_HOMO	-14.84	eV
net charge	+2

Geometry (Å):
1 Os 0.1286 -1.5687 0.6839
2 O -0.3536 -1.9358 -1.2326
3 N 0.1478 -3.0727 -1.7552
4 C -0.4108 -3.5372 -2.8887
5 C 0.1014 -4.6673 -3.4728
6 C 1.1902 -5.3100 -2.8868
7 C 1.7489 -4.8045 -1.7310
8 C 1.2082 -3.6554 -1.1668
9 S 1.8248 -2.9192 0.3116
10 H -1.2515 -2.9644 -3.2498
11 H -0.3520 -5.0445 -4.3774
12 H 1.5978 -6.2054 -3.3348
13 H 2.5940 -5.2798 -1.2529
14 N 0.8393 -0.9762 2.6536
15 C 0.8517 0.4592 2.9690
16 C 1.3263 0.8876 4.1992
17 C 1.3457 2.2444 4.4799
18 C 0.9033 3.1689 3.5394
19 C 0.4381 2.7379 2.3118
20 C 0.4111 1.3718 2.0218
21 P -0.1710 0.7494 0.4425
22 C 0.8204 1.4611 -0.8687
23 C 0.3024 2.2703 -1.8767
24 C 1.1525 2.7756 -2.8492
25 C 2.5063 2.4737 -2.8191
26 C 3.0266 1.6750 -1.8064
27 C 2.1883 1.1704 -0.8305
28 C -1.9278 1.0027 0.2857
29 C -2.5551 0.8860 -0.9602
30 C -3.9269 1.0375 -1.0467
31 C -4.6744 1.2750 0.1018
32 C -4.0563 1.3517 1.3449
33 C -2.6850 1.2104 1.4440
34 H 1.7837 -1.3227 2.8143
35 H 0.2628 -1.4540 3.3509
36 H 1.6764 0.1720 4.9332
37 H 1.7122 2.5848 5.4386
38 H 0.9288 4.2255 3.7665
39 H 0.1039 3.4566 1.5733
40 H -0.7435 2.5451 -1.8892
41 H 0.7555 3.4151 -3.6255
42 H 3.1635 2.8726 -3.5798
43 H 4.0853 1.4576 -1.7736
44 H 2.6044 0.5668 -0.0303
45 H -1.9833 0.6501 -1.8485
46 H -4.4163 0.9648 -2.0081
47 H -5.7469 1.3951 0.0279
48 H -4.6448 1.5248 2.2352
49 H -2.2071 1.2821 2.4129
50 Br -1.6241 -2.6038 1.8191

Atoms 1-3, force components in eV/Å:
-0.479 0.006 -0.017
-0.194 -0.138 0.084
0.299 0.086 0.083

C21H19N4O2Pd | the ωB97M-V functional and the def2-TZVPD basis

E_HOMO	-11.50	eV
net charge	+1

Geometry (Å):
1 Pd -0.0102 -0.1547 0.8185
2 O -3.0220 -0.2318 -5.6765
3 N -2.1139 0.5660 -5.5647
4 O -1.6492 1.2345 -6.4582
5 C -1.5369 0.7533 -4.2168
6 C -1.0823 1.9847 -3.9320
7 C -0.5664 2.2747 -2.6323
8 C -0.1305 3.5602 -2.2748
9 C 0.3198 3.7785 -1.0032
10 C 0.3845 2.7032 -0.1124
11 N 0.0266 1.4706 -0.4440
12 C -0.5018 1.2588 -1.6738
13 C -1.0230 -0.0385 -1.9758
14 N -1.0189 -0.9545 -0.9827
15 C -1.4436 -2.1722 -1.2499
16 C -1.8917 -2.5652 -2.5124
17 C -1.9464 -1.6399 -3.5171
18 C -1.5258 -0.3203 -3.2587
19 H -1.1229 2.7606 -4.6839
20 H -0.1802 4.3622 -3.0003
21 H 0.6372 4.7564 -0.6720
22 H 0.7557 2.8399 0.8903
23 H -1.4297 -2.8827 -0.4323
24 H -2.2041 -3.5862 -2.6759
25 H -2.3201 -1.9089 -4.4918
26 C 0.6636 -2.7952 2.0062
27 N -0.2061 -1.6405 2.3065
28 C -1.6041 -2.0918 2.4196
29 C 0.2160 -1.0014 3.5879
30 C 1.4150 -0.1412 3.2999
31 C 2.4589 0.0563 4.1894
32 C 3.5534 0.8235 3.8123
33 C 3.6102 1.3553 2.5326
34 C 2.5630 1.1531 1.6364
35 C 1.4367 0.4348 2.0234
36 H 0.5704 -3.5516 2.7918
37 H 1.6976 -2.4646 1.9424
38 H 0.3735 -3.2360 1.0537
39 H -1.7106 -2.8058 3.2419
40 H -1.9094 -2.5771 1.4942
41 H -2.2501 -1.2360 2.6028
42 H 0.3960 -1.7735 4.3424
43 H -0.6268 -0.3940 3.9237
44 H 2.4284 -0.3970 5.1734
45 H 4.3708 0.9770 4.5036
46 H 4.4800 1.9163 2.2161
47 H 2.6697 1.5404 0.6323

Atoms 1-3, force components in eV/Å:
0.396 -0.182 -0.031
-0.044 0.049 0.000
0.089 -0.096 -0.074

C21H32N5O8PPtS | the ωB97M-V functional and the def2-TZVPD basis

E_HOMO (spin up / spin down)	-7.47 / -7.15	eV
net charge	0

Geometry (Å):
1 Pt 0.0148 0.2744 0.7249
2 N 0.4007 2.4099 1.6753
3 C -0.7922 3.1237 1.2448
4 C -2.0056 2.2548 1.5188
5 O -3.0806 2.6972 1.8259
6 N -1.7569 0.8528 1.4343
7 C -2.5914 0.0852 2.1190
8 C -2.1269 0.4701 4.1869
9 O -2.9311 -0.1848 4.7467
10 O -1.2028 1.2174 4.1958
11 H 0.4650 2.3203 2.6810
12 H 1.2724 2.7384 1.2785
13 H -0.7186 3.2734 0.1685
14 H -0.9389 4.0876 1.7329
15 H -2.4556 -0.9827 2.0038
16 H -3.6025 0.4549 2.2591
17 C 2.4146 -1.8470 4.9058
18 N 3.1871 -1.5443 3.7069
19 C 3.4058 -2.7788 2.9498
20 N 2.1703 -3.5014 2.6365
21 C 1.4325 -3.7439 3.8702
22 N 1.1496 -2.5296 4.6313
23 C 0.2021 -1.6542 3.9454
24 P 0.8820 -1.1344 2.3039
25 C 2.5292 -0.5353 2.8772
26 C 1.3591 -2.7919 1.6500
27 H 2.2108 -0.9212 5.4469
28 H 3.0146 -2.4991 5.5432
29 H 4.0340 -3.4381 3.5516
30 H 3.9252 -2.5392 2.0212
31 H 2.0337 -4.4013 4.5011
32 H 0.4934 -4.2489 3.6359
33 H 0.0069 -0.7732 4.5540
34 H -0.7444 -2.1830 3.8036
35 H 2.3848 0.3870 3.4464
36 H 3.1542 -0.2986 2.0166
37 H 1.9082 -2.6580 0.7207
38 H 0.4556 -3.3657 1.4297
39 C -2.4425 1.5469 -7.2056
40 C -2.1269 1.2532 -5.7655
41 C -1.9204 -0.0437 -5.3256
42 C -1.6374 -0.3398 -3.9949
43 C -1.4254 -1.7852 -3.6272
44 C -1.5380 0.7185 -3.0786
45 C -1.7516 2.0441 -3.5005
46 C -1.7301 3.2277 -2.5663
47 C -2.0481 2.2814 -4.8343
48 C -1.1686 0.4040 -1.6708
49 O -1.4795 -0.6507 -1.1144
50 O -0.4429 1.2853 -1.0273
51 H -2.3832 0.6459 -7.8145
52 H -1.7489 2.2824 -7.6157
53 H -3.4487 1.9577 -7.3073
54 H -1.9853 -0.8605 -6.0357
55 H -1.4746 -2.3984 -4.5262
56 H -2.1757 -2.1303 -2.9192
57 H -0.4579 -1.9417 -3.1479
58 H -0.7240 3.4380 -2.2062
59 H -2.3618 3.0563 -1.6932
60 H -2.1050 4.1095 -3.0846
61 H -2.2255 3.3022 -5.1560
62 C 2.6118 0.5690 -2.4658
63 S 2.7449 0.0849 -0.7777
64 O 3.9352 -0.7093 -0.6255
65 O 2.7048 1.3038 0.0219
66 O 1.4768 -0.7268 -0.5145
67 H 3.5646 1.0112 -2.7465
68 H 1.7964 1.2838 -2.5475
69 H 2.4088 -0.3121 -3.0712

Atoms 1-3, force components in eV/Å:
1.002 -2.726 -0.525
0.288 1.129 0.339
0.442 -0.181 0.319

C41H32ClN6O4PSTi | the ωB97M-V functional and the def2-TZVPD basis

E_HOMO	-13.41	eV
net charge	+2

Geometry (Å):
1 Ti 0.3261 -0.8999 0.6768
2 C -1.9082 -3.6226 3.4100
3 C -1.0312 -2.5378 2.8859
4 N -0.1892 -2.6988 1.9353
5 N -0.0210 -3.9277 1.3571
6 C 1.0842 -4.0796 0.5896
7 N 1.3840 -5.3005 0.1748
8 S 2.0417 -2.7407 0.1905
9 C -1.0112 -1.1654 3.4368
10 C -1.6210 -0.8324 4.6251
11 C -1.4097 0.4385 5.1583
12 C -0.5813 1.3107 4.4898
13 C -0.0176 0.9062 3.2853
14 N -0.2374 -0.2926 2.7516
15 H -2.4311 -4.1095 2.5831
16 H -1.3221 -4.3721 3.9493
17 H -2.6667 -3.2418 4.0848
18 H -0.5389 -4.7213 1.7112
19 H 0.8704 -6.1216 0.4562
20 H 2.1844 -5.4296 -0.4235
21 H -2.2323 -1.5470 5.1549
22 H -1.8769 0.7198 6.0925
23 H -0.3663 2.2985 4.8708
24 H 0.6333 1.5685 2.7341
25 O -3.9746 -2.1339 -3.2246
26 C -2.8382 -2.0024 -3.8895
27 O -2.7791 -2.0277 -5.0860
28 C -1.5907 -1.7876 -3.0831
29 C -0.3108 -1.6836 -3.6179
30 Cl 0.2086 -1.7723 -5.2153
31 N 0.5588 -1.4242 -2.6183
32 N -0.1041 -1.3230 -1.4421
33 C -1.3918 -1.5439 -1.7257
34 C -2.3108 -1.4722 -0.5569
35 O -3.4853 -1.7791 -0.6167
36 O -1.7025 -1.0683 0.5161
37 C 1.9891 -1.3273 -2.7135
38 C 2.7031 -2.4116 -3.2026
39 C 4.0834 -2.3308 -3.2636
40 C 4.7360 -1.1847 -2.8221
41 C 4.0072 -0.1080 -2.3411
42 C 2.6207 -0.1703 -2.3004
43 H -3.8695 -2.0558 -2.2483
44 H 2.1820 -3.3018 -3.5303
45 H 4.6538 -3.1632 -3.6528
46 H 5.8151 -1.1292 -2.8678
47 H 4.5117 0.7921 -2.0150
48 H 2.0426 0.6754 -1.9587
49 C -2.7733 1.3713 -4.1266
50 C -1.3902 1.5023 -4.1034
51 C -0.7168 1.5621 -2.8938
52 C -1.4241 1.5020 -1.6905
53 C -2.8151 1.4019 -1.7208
54 C -3.4831 1.3303 -2.9351
55 P -0.5212 1.4218 -0.1244
56 C -1.5491 2.2789 1.1083
57 C -2.6904 1.6523 1.6202
58 C -3.4766 2.3006 2.5589
59 C -3.1261 3.5673 3.0099
60 C -1.9885 4.1872 2.5157
61 C -1.2018 3.5487 1.5662
62 C 0.9967 2.3574 -0.3000
63 C 1.1569 3.5714 -0.9184
64 C 2.4073 4.2194 -0.8748
65 C 3.4457 3.6610 -0.1790
66 C 3.3038 2.4104 0.4708
67 C 4.3523 1.8231 1.2231
68 C 4.1707 0.6192 1.8412
69 C 2.9566 -0.0856 1.6832
70 C 1.9121 0.4120 0.9281
71 C 2.0722 1.7246 0.3710
72 H -3.2953 1.3053 -5.0717
73 H -0.8343 1.5562 -5.0305
74 H 0.3603 1.6716 -2.8962
75 H -3.3895 1.3768 -0.8045
76 H -4.5609 1.2404 -2.9483
77 H -2.9602 0.6570 1.2923
78 H -4.3692 1.8184 2.9359
79 H -3.7435 4.0730 3.7406
80 H -1.7156 5.1764 2.8587
81 H -0.3190 4.0467 1.1886
82 H 0.3263 4.0387 -1.4347
83 H 2.5336 5.1702 -1.3743
84 H 4.3981 4.1735 -0.1182
85 H 5.2935 2.3515 1.3149
86 H 4.9624 0.1861 2.4377
87 H 2.8788 -1.0490 2.1758

Atoms 1-3, force components in eV/Å:
-0.235 -0.135 -0.051
0.012 0.002 0.008
0.015 -0.007 -0.003

C5H10N2O2 | the ωB97M-V functional and the def2-TZVPD basis

E_HOMO	-9.45	eV
net charge	0
SMILES	[H]/N=C\C(C)=N/[H].CC(=O)O

Geometry (Å):
1 C 0.6381 2.3017 0.2970
2 C 1.3575 0.9935 0.2627
3 O 2.0093 0.7212 1.4037
4 O 1.5334 0.2986 -0.7388
5 H 2.4466 -0.1401 1.2488
6 H 1.3184 3.1019 -0.0010
7 H 0.2535 2.4936 1.3020
8 H -0.2066 2.2669 -0.3960
9 C -0.4014 -2.1245 0.4779
10 C -1.0941 -0.8531 0.0962
11 C -1.3008 -0.5414 -1.3880
12 N -1.5325 -0.0377 0.9976
13 N -0.4342 -0.7226 -2.3198
14 H -2.0700 0.7293 0.5772
15 H 0.5170 -0.8339 -1.9272
16 H -2.3493 -0.3297 -1.6440
17 H 0.2536 -1.9443 1.3351
18 H 0.2115 -2.5098 -0.3401
19 H -1.1502 -2.8696 0.7567

Atoms 1-3, force components in eV/Å:
-0.742 -0.168 0.199
1.410 -0.391 -1.577
-0.276 -0.578 -0.040

CH4NP3 | the ωB97M-V functional and the def2-TZVPD basis

E_HOMO	-9.31	eV
net charge	0
SMILES	N#CP(P)#[PH2]

Geometry (Å):
1 C 0.6722 1.3781 0.4523
2 N 1.5153 1.9876 0.9323
3 P 0.2182 -0.7512 -1.6006
4 P -0.9299 -1.0166 1.4111
5 P -0.7130 0.5489 -0.2132
6 H -1.0477 -0.9742 -2.3085
7 H 0.6658 0.2544 -2.4649
8 H 0.2955 -1.4869 1.4732
9 H -0.6765 0.0598 2.3183

Atoms 1-3, force components in eV/Å:
0.305 -0.138 -0.118
0.615 0.455 0.295
0.057 -1.364 -1.340

C4H10N2O2 | the ωB97M-V functional and the def2-TZVPD basis

E_HOMO (spin up / spin down)	-6.56 / -7.08	eV
net charge	0

Geometry (Å):
1 C 2.0690 -0.5331 0.1248
2 C 0.0487 1.4777 0.9264
3 N 1.0112 -0.3742 1.0801
4 C -0.2798 -0.2857 0.5536
5 C -0.7176 -0.3385 -0.8578
6 N -1.9804 -0.7404 -1.2510
7 O -1.2367 -0.7954 1.4176
8 O -0.0633 0.4510 -1.7695
9 H -0.7213 -1.2105 2.1252
10 H -0.2561 0.1185 -2.6592
11 H -2.4293 -1.3565 -0.5887
12 H -2.6072 0.0072 -1.5478
13 H 2.9892 -0.7822 0.6548
14 H 1.8304 -1.3482 -0.5851
15 H 2.2577 0.3473 -0.5069
16 H 0.5935 1.8943 0.0886
17 H 0.4944 1.6998 1.8869
18 H -1.0022 1.7689 0.9080

Atoms 1-3, force components in eV/Å:
0.077 -0.170 -0.294
-1.608 -0.442 -0.715
0.404 -1.806 -0.225

C7H11N3O2S | the ωB97M-V functional and the def2-TZVPD basis

E_HOMO	-9.12	eV
net charge	0

Geometry (Å):
1 C -0.9706 -2.2704 0.1857
2 C -2.1717 -1.6763 0.3137
3 C -0.7905 -0.8497 1.7386
4 C 2.5821 0.4743 0.1735
5 C 2.8001 1.5024 -0.9324
6 C 1.4049 1.1829 -0.4541
7 C 0.3922 -0.2628 -1.9781
8 N -0.0727 -1.7215 1.1040
9 N -2.0466 -0.7258 1.3119
10 N 0.3499 0.6632 -1.2257
11 O -2.1730 1.8088 1.3264
12 O -4.2274 0.3943 0.6146
13 S -3.2375 0.6193 1.6337
14 H -0.6423 -3.1451 -0.5353
15 H -3.0098 -1.9404 -0.2396
16 H -0.2870 -0.3017 2.4600
17 H 2.5888 -0.5596 -0.0822
18 H 2.8181 0.6470 1.1877
19 H 3.1110 2.4888 -0.7602
20 H 3.0957 1.3004 -1.9221
21 H 1.0919 1.9278 0.1669
22 H 1.3218 -0.6903 -2.4082
23 H -1.5057 1.8837 0.6385
24 H -0.4219 -0.7491 -2.3174

Atoms 1-3, force components in eV/Å:
1.744 -1.873 -0.877
0.643 -0.233 -0.183
1.740 -0.113 -0.102

C40H53BO2S | the ωB97M-V functional and the def2-TZVPD basis

E_HOMO	-7.36	eV
net charge	0

Geometry (Å):
1 C -4.7210 2.5253 4.7767
2 C -4.1758 1.6199 3.7103
3 C -3.4374 0.4919 4.0449
4 C -2.9905 -0.4224 3.0923
5 C -2.3100 -1.6395 3.6527
6 C -3.2334 -0.1780 1.7231
7 C -2.7798 -1.1551 0.6311
8 C -3.4893 -2.5080 0.7507
9 C -1.2440 -1.3571 0.5591
10 C -0.4966 -0.0988 0.4896
11 C 0.3463 0.3201 1.5395
12 C 0.2568 1.6667 2.0393
13 C -0.8403 2.5778 1.5939
14 C 1.0973 2.0955 3.0598
15 C 1.9722 1.2208 3.7035
16 C 2.8840 1.7051 4.7838
17 C 1.9984 -0.1207 3.2961
18 C 1.2432 -0.5893 2.2252
19 C 1.4026 -2.0261 1.8346
20 C -3.9240 0.9977 1.3660
21 C -4.1491 1.3617 -0.0809
22 C -4.4005 1.8677 2.3513
23 H -5.0600 3.4732 4.3484
24 H -5.5756 2.0784 5.3054
25 H -3.9578 2.7360 5.5369
26 H -3.2217 0.2948 5.1020
27 H -1.7358 -2.2163 2.9291
28 H -1.6128 -1.3409 4.4530
29 H -3.0418 -2.3243 4.1125
30 H -3.0712 -0.7296 -0.3394
31 H -4.5735 -2.3533 0.7910
32 H -3.2538 -3.1332 -0.1205
33 H -3.1795 -3.0404 1.6577
34 H -0.9154 -1.9281 1.4260
35 H -0.9984 -1.9751 -0.3143
36 H -0.8581 0.6060 -0.2595
37 H -0.5239 3.6207 1.7178
38 H -1.1450 2.4378 0.5550
39 H -1.7356 2.4338 2.2173
40 H 1.0461 3.1405 3.3745
41 H 3.1976 0.8569 5.3991
42 H 3.7876 2.1705 4.3648
43 H 2.3899 2.4537 5.4137
44 H 2.6542 -0.8169 3.8262
45 H 2.4346 -2.3457 2.0386
46 H 0.7545 -2.6915 2.4300
47 H 1.2123 -2.1870 0.7697
48 H -4.6317 2.3448 -0.1375
49 H -3.2080 1.4350 -0.6515
50 H -4.8064 0.6431 -0.5928
51 H -4.9669 2.7482 2.0463
52 C -1.4602 -4.7921 -4.9213
53 C -0.7220 -3.8412 -4.0185
54 C -1.4129 -2.8190 -3.3671
55 C -0.7161 -1.8639 -2.6211
56 C 0.6708 -1.9169 -2.5131
57 B 1.5197 -0.6173 -1.9654
58 C 0.4231 0.8254 -2.0670
59 C 0.5815 2.1084 -1.5636
60 C 0.3998 3.1541 -2.5440
61 C 0.0475 2.6758 -3.7960
62 C -0.1735 3.4157 -5.0536
63 S -0.0894 0.9539 -3.7555
64 O 2.0243 -0.6128 -0.6499
65 C 3.3472 -0.0812 -0.6534
66 C 3.3846 1.1943 0.1649
67 C 4.2382 -1.1202 0.0161
68 C 3.6897 0.1496 -2.2111
69 C 3.7876 1.6099 -2.6180
70 C 4.9795 -0.5319 -2.6460
71 O 2.5917 -0.4226 -2.9155
72 C 1.3578 -3.0075 -3.0452
73 C 0.6559 -3.9758 -3.7877
74 H -0.7812 -5.2506 -5.6433
75 H -1.9501 -5.5982 -4.3599
76 H -2.2415 -4.2593 -5.4754
77 H -2.4996 -2.7396 -3.4642
78 H -1.2642 -1.0433 -2.1506
79 H 0.7722 2.3210 -0.5164
80 H 0.5705 4.2104 -2.3386
81 H -0.8614 4.2534 -4.8925
82 H 0.7681 3.8065 -5.4642
83 H -0.6175 2.7300 -5.7861
84 H 4.3777 1.6590 0.0965
85 H 2.6256 1.9068 -0.1701
86 H 3.1846 0.9643 1.2163
87 H 5.2780 -0.7783 -0.0002
88 H 3.9414 -1.2534 1.0615
89 H 4.1520 -2.0952 -0.4817
90 H 4.6284 2.1013 -2.1139
91 H 3.9651 1.6665 -3.6987
92 H 2.8603 2.1503 -2.4031
93 H 5.8218 -0.0703 -2.1170
94 H 4.9657 -1.6078 -2.4495
95 H 5.1383 -0.3855 -3.7207
96 H 2.4355 -3.1012 -2.9193
97 H 1.1931 -4.8187 -4.2194

Atoms 1-3, force components in eV/Å:
-0.042 0.208 0.244
-0.016 -0.060 -0.468
-0.100 0.072 0.157

BH3O | the ωB97M-V functional and the def2-TZVPD basis

E_HOMO	-11.05	eV
net charge	0
SMILES	BO

Geometry (Å):
1 B -0.1298 -0.3475 -0.2294
2 O -0.2663 0.8183 0.4145
3 H 0.7128 -1.1931 -0.0462
4 H -0.9040 -0.4769 -0.9974
5 H 0.5872 1.1992 0.8584

Atoms 1-3, force components in eV/Å:
1.651 -0.363 1.208
2.883 2.054 1.419
0.081 0.491 0.139

C7H13NO | the ωB97M-V functional and the def2-TZVPD basis

E_HOMO	-10.21	eV
net charge	0
SMILES	[H]/N=C(/O)CCCC1CC1

Geometry (Å):
1 N 3.3137 1.2905 0.2900
2 C 3.0633 0.1363 -0.2044
3 C 1.7910 -0.6606 -0.1102
4 C 0.5396 0.1434 0.2087
5 C -0.7298 -0.7026 0.1429
6 C -1.9739 0.0964 0.4525
7 C -2.5981 0.9484 -0.6179
8 C -3.3005 -0.2941 -0.1334
9 H 1.6820 -1.1896 -1.0703
10 H 1.9405 -1.4483 0.6448
11 H 0.6275 0.5801 1.2168
12 H 0.4426 0.9843 -0.4962
13 H -0.8237 -1.1416 -0.8641
14 H -0.6468 -1.5479 0.8458
15 H -2.0049 0.5097 1.4650
16 H -3.0101 1.9189 -0.3382
17 H -2.1418 0.9182 -1.6100
18 H -3.3228 -1.1582 -0.8007
19 H -4.1922 -0.1746 0.4835
20 O 4.1336 -0.6470 -0.3845
21 H 2.4588 1.7986 0.5045
22 H 4.7519 -0.3604 0.3754

Atoms 1-3, force components in eV/Å:
-0.788 -0.234 -0.902
0.113 1.077 2.947
-0.421 -0.020 -1.094